# 1
{"formula": "C37H40AsN4O5OsSe", "method": "the ωB97M-V functional and the def2-TZVPD basis", "charge": 3, "e_homo_ev": [-16.58, -16.58], "gap_ev": [6.071, 6.073], "spin_multiplicity": 1, "max_force_ev_per_a": 0.81, "lumo_ev": [-10.51, -10.50], "e_above_lowest_kj_mol": 0.0, "species": ["Os", "C", "C", "C", "O", "H", "H", "H", "H", "H", "H", "O", "As", "C", "C", "C", "C", "C", "C", "C", "C", "C", "C", "C", "C", "C", "C", "C", "C", "C", "C", "H", "H", "H", "H", "H", "H", "H", "H", "H", "H", "H", "H", "H", "H", "H", "C", "C", "C", "C", "C", "C", "O", "N", "C", "O", "N", "C", "O", "H", "H", "H", "H", "H", "H", "H", "H", "H", "H", "H", "C", "N", "C", "Se", "N", "C", "C", "C", "C", "C", "C", "H", "H", "H", "H", "H", "H", "H", "H"], "coordinates": [[-0.29, 0.23, -0.43], [3.29, 2.55, -1.58], [2.61, 1.24, -1.46], [3.18, 0.06, -2.17], [1.60, 1.16, -0.74], [4.32, 2.46, -1.90], [3.22, 3.11, -0.65], [2.73, 3.12, -2.34], [3.57, 0.35, -3.14], [2.47, -0.76, -2.25], [4.04, -0.27, -1.58], [-2.14, -0.09, -0.15], [-2.96, -1.09, -1.37], [-4.53, -0.18, -1.84], [-5.65, -0.90, -2.26], [-6.78, -0.21, -2.67], [-6.77, 1.18, -2.67], [-5.65, 1.89, -2.26], [-4.51, 1.21, -1.85], [-3.26, -2.78, -0.57], [-4.42, -2.92, 0.20], [-4.66, -4.11, 0.85], [-3.77, -5.17, 0.72], [-2.62, -5.03, -0.04], [-2.35, -3.84, -0.69], [-1.52, -1.02, -2.63], [-0.90, 0.24, -2.76], [0.16, 0.38, -3.66], [0.58, -0.70, -4.41], [-0.07, -1.92, -4.30], [-1.12, -2.09, -3.42], [-5.65, -1.99, -2.28], [-7.65, -0.75, -3.00], [-7.65, 1.72, -2.99], [-5.66, 2.97, -2.26], [-3.64, 1.76, -1.52], [-5.12, -2.10, 0.30], [-5.56, -4.23, 1.44], [-3.98, -6.11, 1.22], [-1.93, -5.86, -0.13], [-1.45, -3.74, -1.28], [-1.38, 1.16, -2.43], [0.59, 1.36, -3.80], [1.39, -0.58, -5.13], [0.24, -2.75, -4.93], [-1.63, -3.05, -3.36], [2.15, 3.22, 2.45], [0.78, 3.21, 3.11], [-0.38, 3.30, 2.10], [-1.75, 3.33, 2.85], [-2.98, 3.41, 1.95], [-0.26, 4.61, 1.31], [-0.16, 5.66, 1.85], [-0.27, 4.53, -0.09], [-0.37, 3.41, -0.87], [-0.28, 3.38, -2.07], [-0.60, 2.23, -0.14], [-0.39, 2.15, 1.18], [-0.20, 0.93, 1.53], [2.94, 3.13, 3.20], [2.33, 4.16, 1.92], [2.27, 2.39, 1.74], [0.67, 4.05, 3.79], [0.64, 2.29, 3.69], [-1.70, 4.19, 3.51], [-1.79, 2.43, 3.48], [-2.97, 4.32, 1.34], [-3.88, 3.45, 2.57], [-3.07, 2.55, 1.29], [-0.16, 5.42, -0.59], [-1.47, -1.95, 2.60], [-0.04, -1.85, 2.87], [0.95, -1.78, 1.98], [0.88, -1.79, 0.08], [2.12, -1.78, 2.64], [1.89, -1.84, 4.00], [2.75, -1.87, 5.10], [2.15, -1.95, 6.34], [0.75, -2.00, 6.49], [-0.10, -1.97, 5.41], [0.50, -1.89, 4.15], [-1.68, -1.56, 1.61], [-2.01, -1.35, 3.33], [-1.79, -2.99, 2.66], [3.02, -1.76, 2.19], [3.83, -1.85, 4.98], [2.78, -1.99, 7.22], [0.34, -2.07, 7.48], [-1.17, -2.02, 5.53]], "lowdin_charge": [1.32, 0.04, -0.41, 0.00, -0.17, 0.11, 0.10, 0.12, 0.12, 0.05, 0.13, -0.57, 1.36, -0.32, -0.08, -0.03, -0.02, -0.04, -0.08, -0.32, -0.09, -0.03, -0.02, -0.04, -0.10, -0.32, -0.23, -0.04, -0.02, 0.01, -0.06, 0.11, 0.13, 0.13, 0.12, 0.10, 0.12, 0.13, 0.13, 0.12, 0.08, 0.09, 0.13, 0.13, 0.14, 0.12, -0.05, -0.15, -0.30, -0.13, -0.05, -0.39, 0.19, 0.25, -0.49, 0.12, 0.03, -0.39, -0.07, 0.09, 0.09, 0.06, 0.14, 0.13, 0.14, 0.13, 0.09, 0.09, 0.06, 0.19, 0.02, -0.04, -0.59, 0.89, 0.15, -0.15, 0.02, -0.03, -0.03, 0.02, -0.14, 0.04, 0.11, 0.12, 0.17, 0.13, 0.13, 0.13, 0.12]}

=====

# 2
{"formula": "C36H33Cl3MoN6OS6Sb", "method": "the ωB97M-V functional and the def2-TZVPD basis", "charge": -1, "s2": 2.0280, "e_homo_ev": [-3.53, -3.52], "gap_ev": [4.731, 4.719], "spin_multiplicity": 3, "max_force_ev_per_a": 4.36, "lumo_ev": [1.20, 1.19], "e_above_lowest_kj_mol": 283.5, "species": ["Mo", "C", "C", "C", "C", "C", "C", "C", "C", "S", "C", "N", "C", "C", "C", "C", "C", "C", "C", "C", "H", "H", "H", "H", "H", "H", "H", "H", "H", "H", "H", "H", "H", "H", "H", "H", "S", "Sb", "S", "S", "S", "Cl", "C", "C", "C", "Cl", "C", "O", "C", "Cl", "C", "H", "H", "C", "C", "N", "C", "C", "C", "C", "C", "C", "C", "C", "N", "C", "N", "H", "H", "H", "H", "H", "H", "H", "H", "H", "C", "N", "C", "N", "S", "H", "H", "H", "H", "H", "H"], "coordinates": [[-0.62, -1.05, -0.86], [0.39, 1.41, 5.91], [0.80, 0.24, 5.00], [1.89, 0.74, 4.05], [1.38, -0.89, 5.86], [-0.42, -0.29, 4.27], [-1.53, -0.65, 5.04], [-2.66, -1.21, 4.49], [-2.67, -1.40, 3.12], [-3.92, -2.15, 2.17], [-2.92, -1.94, 0.75], [-1.77, -1.31, 0.97], [-1.59, -1.03, 2.30], [-0.46, -0.48, 2.90], [-3.22, -2.49, -0.52], [-4.33, -3.30, -0.78], [-4.46, -3.86, -2.03], [-3.51, -3.60, -3.01], [-2.42, -2.79, -2.74], [-2.23, -2.22, -1.48], [1.28, 1.88, 6.34], [-0.24, 1.08, 6.74], [-0.16, 2.16, 5.35], [2.72, 1.14, 4.62], [1.51, 1.52, 3.40], [2.28, -0.08, 3.44], [2.29, -0.55, 6.37], [1.63, -1.74, 5.23], [0.67, -1.22, 6.61], [-1.51, -0.51, 6.11], [-3.49, -1.51, 5.10], [0.37, -0.24, 2.26], [-5.05, -3.49, 0.00], [-5.30, -4.51, -2.25], [-3.62, -4.04, -4.00], [-1.68, -2.62, -3.51], [4.38, -0.87, -2.72], [3.55, -2.42, -1.17], [0.94, -2.62, -1.79], [0.60, -2.81, 0.22], [4.21, -4.35, -2.27], [-3.57, 4.68, -4.57], [-2.75, 3.32, -3.90], [-1.94, 2.53, -4.70], [-1.29, 1.44, -4.17], [-0.26, 0.46, -5.13], [-1.46, 1.09, -2.81], [-0.93, 0.06, -2.25], [-2.30, 1.93, -2.03], [-2.45, 1.46, -0.38], [-2.93, 3.03, -2.55], [-1.80, 2.77, -5.75], [-3.56, 3.65, -1.93], [2.69, 1.64, -2.26], [1.74, 0.69, -1.93], [1.16, 0.62, -0.72], [1.52, 1.53, 0.19], [2.49, 2.51, -0.02], [3.09, 2.54, -1.29], [3.01, 3.40, 1.00], [2.50, 3.92, 2.14], [1.17, 3.93, 2.69], [0.95, 4.61, 3.91], [-0.33, 4.65, 4.40], [-1.35, 4.08, 3.76], [-1.05, 3.48, 2.62], [0.13, 3.37, 2.06], [3.14, 1.62, -3.23], [1.47, -0.07, -2.65], [1.01, 1.47, 1.14], [3.85, 3.27, -1.51], [4.03, 3.70, 0.79], [3.19, 4.51, 2.73], [1.78, 5.06, 4.45], [-0.57, 5.16, 5.33], [-1.87, 3.02, 2.09], [0.67, -4.61, -6.72], [1.95, -4.09, -6.31], [2.12, -3.14, -5.37], [3.36, -2.71, -5.14], [0.81, -2.42, -4.63], [0.72, -4.87, -7.77], [-0.07, -3.83, -6.56], [0.38, -5.49, -6.13], [2.77, -4.60, -6.62], [4.14, -3.29, -5.41], [3.54, -2.05, -4.38]], "lowdin_spin": [1.64, 0.00, 0.00, 0.00, 0.00, 0.00, 0.00, 0.00, 0.00, 0.01, 0.01, 0.02, 0.01, 0.00, 0.02, 0.00, 0.02, 0.00, 0.02, 0.00, 0.00, 0.00, 0.00, 0.00, 0.00, 0.00, 0.00, 0.00, 0.00, 0.00, 0.00, 0.00, 0.00, 0.00, 0.00, 0.00, 0.02, 0.02, 0.00, 0.08, 0.00, 0.01, 0.02, 0.00, 0.02, 0.00, 0.00, 0.05, 0.02, 0.01, 0.00, 0.00, 0.00, 0.00, 0.00, 0.01, 0.00, 0.00, 0.00, 0.00, 0.00, 0.00, 0.00, 0.00, 0.00, 0.00, 0.00, 0.00, 0.00, 0.00, 0.00, 0.00, 0.00, 0.00, 0.00, 0.00, 0.00, 0.00, 0.00, 0.00, 0.00, 0.00, 0.00, 0.00, 0.00, 0.00, 0.00]}

=====

# 3
{"formula": "C24H21FI2N2O16P", "method": "the ωB97M-V functional and the def2-TZVPD basis", "charge": 1, "e_homo_ev": -10.91, "gap_ev": 6.796, "spin_multiplicity": 1, "max_force_ev_per_a": 0.89, "lumo_ev": -4.12, "species": ["O", "C", "F", "N", "C", "O", "N", "C", "C", "P", "O", "I", "O", "C", "C", "I", "H", "H", "H", "H", "H", "H", "H", "H", "H", "C", "C", "C", "O", "C", "C", "C", "O", "O", "O", "H", "H", "H", "H", "C", "C", "C", "O", "C", "C", "C", "O", "O", "O", "H", "H", "H", "H", "C", "C", "C", "O", "C", "C", "C", "O", "O", "O", "H", "H", "H", "H"], "coordinates": [[-0.32, 2.60, -0.29], [0.08, 3.36, 0.49], [1.29, 3.35, 1.03], [-0.69, 4.44, 1.07], [-1.15, 4.18, 2.37], [-2.12, 3.60, 2.68], [-0.29, 4.79, 3.49], [-1.13, 4.77, 4.77], [-0.34, 5.40, 5.89], [-1.18, 5.32, 7.58], [-2.73, 5.09, 7.11], [-0.46, 3.04, 8.04], [-0.21, 6.78, 5.58], [0.66, 6.96, 4.49], [0.24, 6.20, 3.21], [1.95, 6.22, 1.96], [-1.52, 4.48, 0.47], [0.50, 4.15, 3.65], [-1.39, 3.73, 4.97], [-2.02, 5.37, 4.57], [0.65, 4.93, 5.97], [-2.96, 4.20, 6.82], [0.63, 8.02, 4.23], [1.68, 6.68, 4.77], [-0.55, 6.72, 2.68], [-0.13, -0.67, -0.89], [-0.63, -0.90, -2.12], [-1.31, -2.22, -2.47], [-1.76, -2.32, -3.59], [-1.38, -3.26, -1.46], [-0.87, -3.01, -0.25], [-0.23, -1.69, 0.11], [0.17, -1.57, 1.26], [-0.88, -3.89, 0.75], [-0.61, -0.05, -3.12], [0.35, 0.26, -0.63], [-1.85, -4.20, -1.72], [-0.44, -3.46, 1.51], [-1.00, -0.52, -3.88], [-2.18, 0.22, -8.03], [-1.70, -0.52, -7.02], [-0.21, -0.69, -6.79], [0.12, -1.35, -5.81], [0.72, -0.07, -7.71], [0.23, 0.67, -8.72], [-1.25, 0.87, -8.93], [-1.57, 1.57, -9.87], [0.98, 1.28, -9.61], [-2.46, -1.17, -6.15], [-3.24, 0.35, -8.20], [1.78, -0.21, -7.54], [0.36, 1.74, -10.22], [-1.89, -1.68, -5.55], [3.01, -5.96, 2.85], [3.67, -7.05, 2.44], [3.01, -8.15, 1.63], [3.72, -9.08, 1.30], [1.61, -8.02, 1.31], [0.94, -6.93, 1.73], [1.61, -5.83, 2.52], [0.93, -4.86, 2.84], [-0.35, -6.75, 1.49], [4.95, -7.28, 2.68], [3.47, -5.18, 3.43], [1.14, -8.81, 0.75], [-0.60, -5.89, 1.88], [5.17, -8.13, 2.26]], "lowdin_charge": [0.24, -0.51, 0.08, 0.16, -0.38, 0.24, 0.01, -0.12, -0.58, 0.60, -0.39, 0.51, -0.15, -0.27, -0.64, 1.10, 0.18, 0.18, 0.12, 0.15, 0.10, 0.04, 0.14, 0.10, 0.11, 0.06, -0.21, -0.28, 0.10, 0.09, -0.22, -0.31, 0.10, 0.10, 0.12, 0.11, 0.14, 0.10, 0.09, 0.07, -0.23, -0.30, 0.09, 0.07, -0.23, -0.31, 0.11, 0.12, 0.11, 0.14, 0.14, 0.12, 0.08, 0.07, -0.23, -0.31, 0.11, 0.08, -0.23, -0.30, 0.09, 0.12, 0.12, 0.13, 0.14, 0.10, 0.12]}

=====

# 4
{"formula": "C3H4O2", "method": "the ωB97M-V functional and the def2-TZVPD basis", "e_homo_ev": -10.70, "gap_ev": 11.489, "spin_multiplicity": 1, "smiles": "O=C1CCO1", "max_force_ev_per_a": 1.70, "lumo_ev": 0.79, "e_above_lowest_kj_mol": 94.9, "species": ["O", "C", "C", "C", "O", "H", "H", "H", "H"], "coordinates": [[-0.40, -2.17, -0.87], [-0.22, -1.05, -0.50], [0.23, -0.27, 0.69], [-0.13, 0.97, -0.10], [-0.18, 0.17, -1.29], [1.31, -0.33, 0.40], [-0.12, -0.51, 1.70], [0.62, 1.76, -0.16], [-1.10, 1.43, 0.11]], "lowdin_charge": [0.15, -0.43, -0.05, -0.17, -0.01, 0.15, 0.13, 0.12, 0.12]}